185
Properties=species:S:1:pos:R:3 method="wB97M-V/def2-TZVPD" e_above_lowest_kcal_mol=47.7 largest_force_ev_per_a=2.76
C -14.855 17.579 10.119
C -15.942 18.582 9.776
O -16.080 18.530 8.361
H -14.560 17.289 11.128
H -13.934 17.966 9.669
H -14.902 16.590 9.658
H -15.662 19.587 10.120
H -16.907 18.395 10.264
H -16.956 18.905 8.197
C -16.636 24.998 12.479
C -16.579 23.468 12.613
O -17.530 22.882 11.746
H -16.003 25.556 13.171
H -17.656 25.227 12.802
H -16.480 25.318 11.451
H -16.730 23.086 13.621
H -15.556 23.193 12.314
H -17.206 23.032 10.838
C -12.465 14.273 9.135
O -12.575 15.682 9.103
C -11.415 16.388 8.617
C -11.365 16.339 7.096
N -12.555 16.875 6.429
C -12.770 18.323 6.618
C -12.086 19.153 5.549
O -10.686 19.094 5.780
C -9.956 19.683 4.720
H -13.477 13.911 9.340
H -11.917 13.983 10.035
H -12.183 13.727 8.234
H -10.524 15.968 9.091
H -11.559 17.412 8.960
H -11.191 15.347 6.681
H -10.480 16.976 6.986
H -13.321 16.438 6.939
H -12.405 18.783 7.549
H -13.843 18.515 6.676
H -12.421 20.183 5.730
H -12.398 18.770 4.574
H -9.655 20.700 4.989
H -10.526 19.761 3.790
H -9.064 19.096 4.500
C -9.114 23.916 11.153
O -9.547 22.596 11.400
C -10.816 22.287 10.876
C -11.170 20.873 11.388
N -10.959 20.610 12.814
C -11.997 21.230 13.652
C -13.405 20.688 13.468
O -13.517 19.497 14.212
C -14.620 18.674 13.864
H -9.818 24.586 10.646
H -8.300 23.866 10.420
H -8.776 24.389 12.074
H -10.697 22.253 9.783
H -11.624 23.011 11.038
H -10.614 20.217 10.712
H -12.182 20.648 11.021
H -11.034 19.597 12.852
H -11.909 22.291 13.407
H -11.698 21.086 14.691
H -13.588 20.396 12.424
H -14.166 21.458 13.650
H -14.496 17.706 14.349
H -14.609 18.490 12.791
H -15.555 19.080 14.249
C -9.398 23.966 5.629
C -9.721 25.174 6.544
C -9.689 26.487 5.761
O -8.323 26.579 5.352
C -8.124 27.704 4.486
N -11.056 24.974 7.200
H -10.020 23.899 4.729
H -9.567 22.998 6.111
H -8.362 24.027 5.298
H -8.918 25.253 7.278
H -10.014 27.354 6.343
H -10.354 26.360 4.895
H -7.044 27.706 4.353
H -8.390 28.631 5.005
H -8.717 27.655 3.572
H -10.982 23.956 7.121
H -11.807 25.045 6.507
C -16.287 25.167 7.934
C -15.904 23.710 8.221
C -14.600 23.663 9.026
O -14.079 22.375 9.263
C -13.436 21.621 8.227
N -16.946 22.906 8.865
H -16.435 25.689 8.885
H -17.192 25.318 7.345
H -15.485 25.726 7.447
H -15.767 23.300 7.213
H -14.724 24.044 10.040
H -13.902 24.293 8.463
H -12.545 22.092 7.811
H -14.223 21.453 7.484
H -13.258 20.667 8.717
H -16.511 22.063 9.236
H -17.644 22.561 8.212
C -13.182 22.181 3.777
C -14.621 21.863 4.151
C -15.449 23.153 4.397
O -15.192 23.938 3.239
C -15.811 25.193 3.230
N -15.304 21.091 3.116
H -12.559 21.285 3.758
H -12.775 22.830 4.559
H -13.144 22.615 2.778
H -14.564 21.261 5.065
H -14.977 23.690 5.227
H -16.469 22.885 4.675
H -16.903 25.147 3.321
H -15.538 25.706 2.310
H -15.514 25.831 4.074
H -15.058 21.552 2.242
H -14.917 20.158 3.014
C -17.858 28.804 8.919
C -17.634 30.287 8.536
C -18.365 30.845 7.327
O -17.986 30.081 6.190
C -18.782 30.380 5.062
N -18.183 31.042 9.693
H -18.917 28.608 9.079
H -17.222 28.569 9.771
H -17.523 28.149 8.104
H -16.554 30.444 8.585
H -18.132 31.906 7.180
H -19.446 30.866 7.508
H -18.519 29.615 4.329
H -18.509 31.356 4.650
H -19.858 30.292 5.237
H -18.051 30.551 10.564
H -19.177 31.193 9.573
C -19.596 20.367 8.816
C -19.043 20.033 7.432
C -20.070 19.213 6.644
O -20.136 17.945 7.288
C -20.585 16.836 6.556
N -18.848 21.297 6.692
H -20.607 20.774 8.754
H -18.936 20.887 9.509
H -19.776 19.416 9.332
H -18.111 19.504 7.608
H -19.751 19.212 5.596
H -21.072 19.653 6.647
H -20.252 15.921 7.050
H -20.088 16.762 5.582
H -21.675 16.833 6.477
H -18.329 21.129 5.839
H -19.747 21.713 6.490
C -11.969 29.744 10.167
C -12.335 28.503 9.345
C -13.451 28.812 8.365
O -13.737 27.859 7.371
C -14.578 28.394 6.344
N -11.158 27.862 8.737
H -11.209 29.425 10.879
H -12.866 30.011 10.726
H -11.562 30.499 9.496
H -12.567 27.761 10.125
H -13.385 29.838 7.979
H -14.350 28.874 9.001
H -13.982 29.110 5.781
H -15.540 28.756 6.720
H -14.903 27.534 5.757
H -11.477 27.112 8.129
H -10.616 27.408 9.461
C -23.529 27.925 8.339
C -22.095 27.644 7.861
C -22.011 27.117 6.417
O -20.652 26.831 6.108
C -20.177 25.652 6.669
N -21.378 28.971 7.974
H -23.964 28.609 7.603
H -23.594 28.393 9.319
H -24.128 27.015 8.409
H -21.603 27.047 8.633
H -22.196 27.997 5.794
H -22.794 26.390 6.190
H -20.934 24.864 6.806
H -19.807 25.797 7.695
H -19.398 25.147 6.094
H -22.066 29.561 7.507
H -20.620 28.784 7.313

184
Properties=species:S:1:pos:R:3 method="wB97M-V/def2-TZVPD" e_above_lowest_kcal_mol=26.4 largest_force_ev_per_a=2.31
C -4.491 -2.246 1.616
C -4.795 -0.961 0.900
C -4.557 0.243 1.816
O -5.451 0.155 2.901
C -5.428 1.260 3.737
N -3.871 -0.791 -0.186
H -4.985 -2.255 2.578
H -3.424 -2.326 1.875
H -4.721 -3.076 0.947
H -5.868 -1.001 0.656
H -4.685 1.171 1.255
H -3.520 0.173 2.166
H -5.676 2.195 3.212
H -4.472 1.476 4.227
H -6.156 1.182 4.532
H -4.301 -0.095 -0.805
H -3.870 -1.649 -0.728
C -1.496 -6.030 -0.477
C -1.019 -4.635 -0.197
C -0.022 -4.737 1.003
O 0.307 -3.417 1.301
C 1.354 -3.269 2.257
N -0.631 -3.912 -1.375
H -2.242 -6.133 -1.283
H -2.005 -6.415 0.416
H -0.680 -6.678 -0.794
H -1.841 -4.075 0.273
H 0.837 -5.368 0.817
H -0.617 -5.168 1.820
H 2.304 -3.517 1.775
H 1.155 -3.920 3.111
H 1.350 -2.216 2.534
H 0.051 -4.452 -1.906
H -0.013 -3.145 -1.070
C -2.718 2.038 -1.939
C -3.831 2.677 -2.732
C -5.233 2.532 -2.066
O -5.435 1.130 -1.859
C -6.827 0.775 -1.758
N -3.797 4.084 -3.047
H -1.771 1.977 -2.480
H -2.986 0.986 -1.858
H -2.614 2.354 -0.913
H -3.955 2.104 -3.660
H -5.942 2.845 -2.830
H -5.318 3.103 -1.137
H -7.280 0.859 -2.757
H -7.292 1.428 -1.017
H -6.892 -0.282 -1.499
H -3.641 4.631 -2.200
H -3.125 4.309 -3.774
C 0.548 -3.005 -5.408
C -0.061 -1.851 -6.241
C 1.043 -0.797 -6.420
O 1.322 -0.228 -5.121
C 2.452 0.645 -5.155
N -0.399 -2.302 -7.552
H 1.304 -3.571 -5.968
H -0.230 -3.730 -5.160
H 1.028 -2.556 -4.546
H -0.878 -1.406 -5.633
H 0.839 -0.007 -7.144
H 1.886 -1.385 -6.785
H 2.277 1.536 -5.767
H 3.277 0.055 -5.541
H 2.659 0.979 -4.142
H -1.041 -3.088 -7.460
H -0.897 -1.537 -8.022
C 3.114 -4.177 -1.281
C 4.063 -5.256 -1.663
C 5.514 -4.856 -1.342
O 5.574 -4.819 0.102
C 6.945 -4.763 0.536
N 3.635 -6.590 -1.207
H 2.921 -4.030 -0.219
H 2.138 -4.256 -1.769
H 3.512 -3.260 -1.714
H 3.953 -5.355 -2.749
H 5.895 -3.932 -1.791
H 6.302 -5.555 -1.693
H 7.390 -3.887 0.067
H 7.427 -5.687 0.215
H 6.950 -4.716 1.625
H 3.785 -6.696 -0.194
H 4.268 -7.303 -1.588
C -0.121 5.312 1.530
C -1.664 5.128 1.442
C -2.066 4.869 2.884
O -3.416 4.631 2.889
C -3.939 4.570 4.182
N -2.281 6.325 0.917
H 0.071 6.150 2.207
H 0.361 5.469 0.567
H 0.252 4.371 1.925
H -1.895 4.181 0.930
H -1.739 5.696 3.524
H -1.466 4.005 3.221
H -3.514 3.786 4.812
H -5.010 4.364 4.083
H -3.753 5.521 4.708
H -3.177 6.431 1.382
H -2.486 6.104 -0.053
C 4.200 5.929 0.055
C 4.389 5.156 -1.275
C 3.085 5.243 -2.045
O 2.139 4.452 -1.378
C 0.883 4.211 -2.029
N 5.387 5.839 -2.045
H 4.056 6.955 -0.295
H 5.048 5.857 0.736
H 3.316 5.529 0.542
H 4.663 4.118 -1.095
H 3.252 4.843 -3.047
H 2.783 6.279 -2.110
H 0.483 3.382 -1.468
H 1.060 4.005 -3.090
H 0.183 5.055 -1.973
H 6.234 5.997 -1.494
H 5.662 5.304 -2.878
C -0.645 1.618 0.996
C -0.445 0.197 0.438
C 1.073 -0.059 0.124
O 1.279 -1.088 -0.794
C 0.831 -0.773 -2.099
N -0.947 -0.779 1.424
H -0.292 2.218 0.181
H -0.136 1.778 1.953
H -1.705 1.806 1.143
H -0.996 0.069 -0.503
H 1.595 -0.357 1.035
H 1.470 0.875 -0.275
H 1.536 -1.278 -2.754
H 1.043 0.269 -2.312
H -0.203 -1.083 -2.232
H -0.755 -1.742 1.160
H -1.978 -0.733 1.405
C -2.302 -0.627 5.954
C -1.757 0.268 4.806
C -1.449 1.653 5.307
O -0.559 -0.321 4.264
H -3.196 -0.196 6.423
H -1.552 -0.772 6.748
H -2.508 -1.605 5.522
H -2.490 0.268 3.975
H -1.112 2.201 4.427
H -0.664 1.657 6.067
H -2.331 2.028 5.826
H -0.688 -0.557 3.297
C 5.596 -1.260 4.374
C 5.954 -1.364 2.871
C 4.867 -2.082 2.066
O 6.300 -0.143 2.288
H 4.717 -0.642 4.569
H 6.393 -0.760 4.917
H 5.508 -2.257 4.822
H 6.862 -1.990 2.803
H 3.907 -1.547 2.115
H 4.776 -3.101 2.436
H 5.146 -2.124 1.014
H 5.583 0.497 2.428
C -4.272 -3.926 -2.052
C -3.533 -3.519 -3.345
C -3.132 -2.024 -3.246
O -2.423 -4.338 -3.613
H -5.087 -3.211 -1.979
H -3.727 -3.751 -1.130
H -4.622 -4.964 -2.131
H -4.208 -3.613 -4.196
H -2.604 -1.701 -4.141
H -2.458 -1.794 -2.418
H -4.018 -1.416 -3.060
H -1.825 -4.159 -2.837
C 3.408 2.496 1.560
C 3.570 2.707 3.045
C 2.342 2.095 3.794
O 4.827 2.195 3.417
H 3.388 1.433 1.346
H 4.302 2.878 1.070
H 2.487 2.984 1.253
H 3.552 3.782 3.271
H 2.311 2.243 4.876
H 2.256 1.026 3.602
H 1.445 2.574 3.414
H 4.933 2.246 4.378

no.,E_HOMO (hartree)
1,-0.3166
2,-0.3366